Below is a 7-piece molecular cluster, C20H28F5O27S7 overall, with properties calculated with wB97M-V/def2-TZVPD.

Output
Lowest unoccupied orbital energy (eV): 1.454
Net charge: -1
Molecular weight (g/mol): 1019.876
Energy (a.u.): -6097.0285
Kohn-Sham gap (Eh): 0.27255
HOMO (hartree): -0.219

Geometry (Å):
O (-3.057, -0.103, -2.387)
S (-1.727, 0.222, -1.886)
O (-0.715, -0.738, -2.288)
O (-1.372, 1.614, -1.971)
C (-1.940, -0.101, -0.076)
F (-2.924, 0.705, 0.406)
F (-2.425, -1.391, -0.019)
C (-0.712, -0.030, 0.807)
C (0.444, -0.752, 0.519)
C (1.518, -0.703, 1.386)
C (1.459, 0.054, 2.545)
C (0.315, 0.782, 2.812)
C (0.255, 1.646, 4.035)
F (0.385, 2.960, 3.725)
F (-0.930, 1.534, 4.689)
F (1.216, 1.352, 4.939)
C (-0.775, 0.741, 1.954)
H (0.501, -1.353, -0.377)
H (2.422, -1.259, 1.179)
H (2.302, 0.080, 3.220)
H (-1.665, 1.303, 2.197)
C (-4.937, -3.127, -1.744)
C (-4.174, -4.340, -2.208)
O (-4.529, -5.366, -1.258)
S (-6.029, -5.146, -0.783)
O (-6.900, -6.002, -1.517)
O (-6.046, -5.155, 0.641)
O (-6.212, -3.660, -1.299)
H (-4.441, -2.650, -0.900)
H (-5.091, -2.395, -2.530)
H (-3.103, -4.163, -2.216)
H (-4.495, -4.673, -3.198)
C (-9.363, -7.196, 0.881)
C (-8.204, -6.873, 1.796)
O (-8.811, -6.757, 3.100)
S (-10.042, -7.759, 3.214)
O (-9.636, -8.951, 3.870)
O (-11.175, -7.031, 3.665)
O (-10.197, -8.078, 1.656)
H (-9.941, -6.303, 0.635)
H (-9.049, -7.687, -0.035)
H (-7.700, -5.957, 1.521)
H (-7.481, -7.689, 1.826)
C (4.414, 4.734, 0.179)
C (4.679, 4.313, 1.608)
O (3.473, 3.624, 1.990)
S (2.855, 2.868, 0.724)
O (3.251, 1.505, 0.748)
O (1.493, 3.233, 0.607)
O (3.713, 3.622, -0.398)
H (3.764, 5.607, 0.122)
H (5.332, 4.923, -0.372)
H (4.845, 5.160, 2.269)
H (5.527, 3.630, 1.665)
C (9.272, 3.389, -1.480)
C (10.398, 3.925, -0.620)
O (9.795, 4.106, 0.669)
S (8.680, 2.983, 0.906)
O (9.226, 1.923, 1.670)
O (7.478, 3.632, 1.296)
O (8.555, 2.504, -0.611)
H (8.596, 4.184, -1.800)
H (9.627, 2.842, -2.349)
H (10.792, 4.870, -0.980)
H (11.210, 3.202, -0.523)
C (0.666, -5.600, -4.665)
C (-0.563, -4.784, -4.317)
O (-0.668, -4.911, -2.895)
S (0.790, -5.005, -2.245)
O (1.154, -3.707, -1.826)
O (0.838, -6.135, -1.390)
O (1.585, -5.331, -3.601)
H (0.449, -6.671, -4.675)
H (1.109, -5.309, -5.614)
H (-1.467, -5.159, -4.789)
H (-0.433, -3.727, -4.561)
C (0.338, 8.492, 0.964)
C (0.674, 9.436, -0.172)
O (2.093, 9.637, -0.053)
S (2.776, 8.301, 0.498)
O (3.287, 7.543, -0.590)
O (3.598, 8.635, 1.603)
O (1.448, 7.588, 1.006)
H (0.281, 9.016, 1.920)
H (-0.581, 7.938, 0.797)
H (0.159, 10.388, -0.099)
H (0.471, 8.982, -1.144)